C6H8N2O2 | ωB97M-V with the def2-TZVPD basis set

Results
Total charge ... 0
Spin multiplicity ... 1
Energy ... -493.25881 Eh

```
18
Properties=species:S:1:pos:R:3:forces:R:3:nbo_charge:R:1
C 2.9235 0.7163 -0.8018 1.039 0.851 1.572 -0.10
C 1.8303 0.0111 -1.1118 1.232 0.459 -0.766 -0.09
C 1.4948 0.9269 0.8241 -0.524 -0.102 0.622 0.16
C -1.8779 1.5205 -1.0046 -0.496 -2.422 1.520 0.33
C -1.1865 -0.5875 1.0447 4.479 0.844 1.658 -0.68
C -0.3449 -0.3750 -0.1811 -5.795 -0.288 -0.999 0.51
N 2.7104 1.2648 0.5010 0.033 0.153 -1.133 -0.44
N 0.9086 0.1164 -0.1476 0.613 0.108 0.612 -0.41
O -3.0378 1.2945 -0.8328 1.273 0.733 -0.543 -0.51
O -0.7576 -1.2489 -1.2339 2.558 0.567 0.319 -0.72
H 3.8522 0.8409 -1.4291 -1.236 -0.086 1.209 0.22
H 1.7201 -0.5091 -1.9781 -0.843 -1.510 -2.080 0.22
H 0.8891 1.2258 1.7084 0.917 -0.295 -0.758 0.21
H -1.3567 2.3240 -1.5077 -0.083 0.989 -0.627 0.12
H -0.6594 -1.2968 1.7307 0.379 0.676 -0.011 0.21
H -1.4107 0.3061 1.6154 -0.271 0.034 -0.102 0.23
H -1.9566 -1.2019 0.8759 -3.585 -1.424 -1.253 0.23
H -1.7000 -1.4632 -1.2936 0.310 0.713 0.758 0.50
```
Forces are in eV/Å.